Molecular formula: C3H5P3
Method: DFT, ωB97M-V/def2-TZVPD

Values from the calculation:
- Total charge: 0
- Maximum force: 4.413 eV/A
- Orbital gap: 8.0 eV
- ΔE to the lowest compared entry with this formula, charge and spin: 48.8 kcal per mole

The geometry in XYZ format:
```
11
Properties=species:S:1:pos:R:3:forces:R:3
H -1.70323 1.71511 -0.03236 -2.8 0.5 0.9
P -0.42259 1.76047 -0.31103 2.5 -2.3 -1.0
C -0.37673 0.03252 -0.11876 1.2 1.7 1.0
C -1.35379 -0.74327 0.70948 -3.3 1.3 -2.6
P 1.05691 -0.97505 -0.60031 -0.4 0.0 -1.3
P 2.71439 -0.25199 0.55301 0.0 1.2 -1.7
C 2.30355 0.25340 -1.04730 0.7 -1.6 3.6
H -1.00548 -1.12532 1.64270 0.3 0.1 0.7
H -1.74150 -1.59531 0.10551 0.3 0.2 0.5
H -2.27939 -0.02164 0.75539 1.5 -1.6 0.8
H 2.80786 0.95108 -1.65632 0.0 0.5 -1.0
```
Forces are in eV/Å.

Molecular formula: C3H2N4O
Method: DFT, ωB97M-V/def2-TZVPD

Values from the calculation:
- Total charge: 0
- Maximum force: 4.144 eV/A
- Orbital gap: 9.4 eV
- ΔE to the lowest compared entry with this formula, charge and spin: 51.1 kcal per mole

The geometry in XYZ format:
```
10
Properties=species:S:1:pos:R:3:forces:R:3
C 1.01888 -1.06163 -0.78629 -0.5 1.8 -2.4
O 0.75609 -0.22064 -1.88731 -0.3 -0.4 2.4
N -0.10914 0.89932 -1.45576 0.9 -1.5 0.2
C -0.25540 0.61389 -0.17359 -0.2 1.9 -2.9
N -1.04084 0.94966 0.85347 -1.2 1.2 1.5
N -0.79496 0.03468 1.83318 -0.8 0.3 1.9
N 0.07561 -0.79802 1.47804 -0.9 -1.2 3.9
C 0.44159 -0.47594 0.28138 1.7 -1.3 -3.4
H 1.45976 -2.03289 -0.95121 0.2 0.3 -0.2
H -1.65363 1.74059 1.15817 1.0 -1.1 -1.0
```
Forces are in eV/Å.

Molecular formula: C21H19EuFN9O12S2
Method: DFT, ωB97M-V/def2-TZVPD

Values from the calculation:
- 2S+1: 8
- Total charge: -1
- ⟨S²⟩: 15.82
- Maximum force: 2.482 eV/A
- Orbital gap (spin up / spin down): 4.9 / 5.7 eV

The geometry in XYZ format:
```
65
Properties=species:S:1:pos:R:3:forces:R:3
Eu 0.54638 0.22718 0.29218 1.4 -1.0 1.2
N -0.29607 1.00438 3.54893 0.3 0.2 0.1
C 1.02925 0.93451 3.45140 0.2 0.0 -0.7
N 1.64430 0.95865 2.29306 -0.1 0.1 1.3
C 3.00891 0.89211 2.39497 0.3 0.3 -2.4
C 3.48013 0.80975 3.75685 0.1 0.0 1.1
S 2.13456 0.81237 4.83854 0.1 0.0 0.2
C 3.72848 0.98700 1.19739 -1.2 0.0 1.4
C 5.10515 1.07491 1.02807 0.6 0.0 -0.2
S 5.47403 1.25808 -0.65138 0.2 0.0 0.0
C 3.76130 1.21547 -1.01904 -0.2 -0.2 0.2
N 2.99100 1.06816 0.01033 0.0 0.2 -0.2
N 3.30400 1.34897 -2.28183 0.1 0.1 0.0
H -0.77572 1.28510 2.65954 0.0 -0.2 0.2
H -0.73462 1.12325 4.44383 0.0 -0.1 0.0
H 4.48883 0.75248 4.12464 0.0 0.0 -0.1
H 5.87996 1.04204 1.77313 0.0 0.0 0.0
H 3.94352 1.27375 -3.05043 0.0 -0.1 0.0
H 2.32451 1.14246 -2.43958 0.0 0.0 0.0
F -4.23917 2.39970 -0.70088 0.0 0.0 0.0
C -3.80908 1.89240 -1.86160 0.0 0.0 0.1
C -2.78779 1.03212 -1.89966 0.0 -0.1 0.1
N -2.32120 0.50517 -3.08680 0.0 0.1 -0.1
C -1.27648 -0.51497 -3.15057 0.0 0.0 -0.1
C -0.22740 -0.39502 -2.06222 0.1 -0.2 -0.9
O 0.43194 0.69860 -1.95607 -0.5 -0.1 -0.7
O -0.02257 -1.36462 -1.30993 -0.4 -0.1 -0.7
C -2.90273 0.84022 -4.29522 0.1 0.1 0.1
O -2.52513 0.40182 -5.36266 0.0 0.0 0.0
N -3.95550 1.72674 -4.20096 0.0 0.1 0.0
C -4.50383 2.31589 -3.06211 0.0 0.0 -0.1
O -5.44164 3.07755 -3.13571 0.0 0.0 0.0
H -2.31867 0.72966 -0.96997 0.0 -0.1 0.0
H -0.76877 -0.37960 -4.10408 0.0 0.0 0.0
H -1.70925 -1.51360 -3.13092 0.0 0.0 0.1
H -4.38983 1.97312 -5.07848 0.0 0.0 0.0
O -1.83261 -7.13576 0.80072 0.3 0.1 0.0
N -0.66870 -6.73873 0.79839 -0.3 -1.0 -0.1
O 0.29246 -7.49827 0.76611 -0.2 0.2 0.0
C -0.42524 -5.33516 0.84389 0.0 1.4 -0.1
C 0.90476 -4.85723 0.77419 -0.5 -0.4 0.1
C 1.12651 -3.49394 0.87055 0.0 0.5 -0.1
C 0.04410 -2.60202 1.22675 -0.1 -0.6 0.0
O 0.25344 -1.46595 1.73303 -0.2 0.1 0.4
C -1.26530 -3.10975 0.99378 0.2 0.4 0.0
C -1.51802 -4.47089 0.85570 0.4 -0.7 -0.1
N -2.31336 -2.16464 0.80784 0.1 0.0 -0.2
O -3.47067 -2.55180 0.77670 -0.1 0.0 0.1
O -2.01697 -0.97742 0.58611 -0.3 0.1 0.1
N 2.35293 -2.93156 0.56916 0.0 0.1 0.1
O 2.42561 -1.64901 0.34365 0.2 0.0 -0.1
O 3.35434 -3.68006 0.41225 -0.1 0.2 0.0
H 1.72539 -5.53294 0.60248 0.0 0.0 0.1
H -2.51870 -4.84619 0.72376 0.0 0.0 0.1
C -0.37898 3.84820 1.99101 -0.1 -0.1 0.0
C -0.91970 3.08482 0.78188 0.0 0.1 -0.1
C -0.11516 3.48689 -0.45818 -0.3 0.0 0.1
O -0.88284 1.69070 0.96993 -0.4 0.7 0.1
H -0.38478 4.92132 1.78937 0.0 0.0 0.0
H 0.64729 3.53721 2.20351 0.0 0.0 0.0
H -0.99128 3.66897 2.87701 0.0 0.0 0.0
H -1.96301 3.39729 0.63406 0.0 0.0 -0.1
H 0.91087 3.11162 -0.36915 0.0 0.1 -0.1
H -0.07519 4.57493 -0.54322 0.0 0.0 -0.1
H -0.56801 3.08358 -1.36405 0.1 -0.1 0.0
```
Forces are in eV/Å.